(1)
{
  "formula": "C5H12N6",
  "method": "ωB97M-V with the def2-TZVPD basis set",
  "elements": ["H", "N", "N", "C", "H", "N", "H", "H", "N", "H", "C", "H", "C", "C", "H", "H", "H", "N", "C", "N", "H", "H", "H"],
  "xyz": [[-0.6982, -3.1915, -1.1629], [-2.1149, 0.6589, -1.2176], [-1.8799, -1.3891, 0.7147], [0.0952, -2.6673, -0.4885], [2.5494, 1.5150, -1.1059], [-0.9770, -1.4089, 1.5680], [-2.2004, -0.3267, -1.3439], [0.9218, -0.3695, 2.1905], [2.2605, 1.3285, -0.1815], [-2.9288, 1.2028, -1.1246], [-1.0442, 1.0692, -0.5590], [-1.9818, 2.7002, 0.1873], [1.3182, 0.6197, 0.3427], [-0.5067, -1.4995, 0.2464], [1.0643, -2.2275, -0.9150], [0.5303, -3.3532, 0.3376], [2.9630, 1.6599, 0.4295], [-1.0547, 2.2682, 0.0010], [0.1169, 0.1472, -0.4791], [1.3421, 0.3206, 1.6097], [0.2736, -0.2091, -1.5530], [2.2188, 0.4908, 2.0362], [-0.2676, 2.6613, 0.4676]],
  "atomic_forces_ev_per_a": [[1.92, 0.91, 0.96], [1.70, -0.21, 0.84], [1.13, -0.29, 0.64], [1.15, -0.44, 1.17], [-0.75, -0.11, -1.63], [-0.95, 0.00, 0.30], [-0.42, -0.50, -0.48], [-1.63, -0.63, -0.40], [0.86, 0.62, 0.75], [-1.38, 0.54, -0.32], [0.00, 0.56, 0.30], [1.16, -0.02, -0.30], [-2.52, -1.64, -1.57], [0.29, 2.58, -2.28], [-1.60, -1.17, -0.34], [-1.09, 0.55, -1.46], [1.01, 0.37, 0.92], [-1.64, -0.39, 0.10], [-0.82, -2.84, -0.31], [1.47, 0.48, 0.62], [0.59, 0.67, 1.50], [1.11, 0.71, 0.73], [0.41, 0.25, 0.26]],
  "energy_ev": -14300.9604,
  "charge": 2,
  "lumo_ev": -7.82,
  "homo_ev": -18.34,
  "relative_energy_kcal_mol": 47.9
}

(2)
{
  "formula": "C7H9Al3BeBrCl3F6N2O4S2",
  "method": "ωB97M-V with the def2-TZVPD basis set",
  "elements": ["Be", "C", "Cl", "Al", "Al", "O", "F", "Cl", "S", "F", "C", "Br", "F", "F", "C", "O", "H", "N", "F", "H", "S", "H", "C", "H", "N", "O", "H", "F", "C", "O", "H", "Cl", "H", "H", "C", "Al", "C", "H"],
  "xyz": [[-0.2670, -2.4681, 3.1312], [-1.7704, 0.9199, -3.3936], [2.3522, 1.2472, -3.8891], [-3.6960, -1.7547, 0.1063], [0.2810, -1.9036, 5.9202], [1.1957, -2.0289, 2.6160], [3.2671, 1.8690, -1.0938], [3.1651, 2.3719, 1.4537], [-1.3029, -0.3878, 3.0290], [-2.6247, -3.0463, -0.1651], [1.5339, 0.3051, 1.1613], [-4.2141, -3.7570, 2.0519], [-5.2847, -2.3690, 0.2043], [-3.2926, -1.0192, 1.6349], [-0.1222, 1.6608, -4.6596], [-0.8883, 0.9298, 3.2748], [2.6296, -0.0267, 3.7685], [-0.8510, -1.0684, 1.6480], [5.5553, 1.5990, 0.8157], [-3.3205, 0.9678, -5.0169], [0.7845, -1.2438, 1.4059], [3.6074, -0.9026, 2.5810], [-1.2792, 1.5823, -5.4934], [-2.6705, -0.4012, 2.9732], [-0.4844, 1.2309, -3.3963], [0.9247, -2.0270, 0.2705], [0.9002, 1.9750, -4.8759], [-3.5426, -0.5956, -1.1024], [3.2854, 0.0866, 2.8999], [-0.9499, -1.3237, 4.3139], [-1.3214, 1.8418, -6.5375], [0.7435, 1.2227, -0.0739], [4.1479, 0.6585, 3.2269], [-2.2524, 0.5685, -2.4921], [-2.2997, 1.1357, -4.7149], [5.3510, 2.1559, -0.7810], [2.5680, 0.8295, 1.8005], [0.1420, 1.1658, -2.6022]],
  "atomic_forces_ev_per_a": [[0.07, 1.63, -0.47], [0.36, -0.15, 0.37], [0.34, -0.68, 0.15], [0.13, -0.28, -0.63], [-0.09, 0.29, 0.47], [-0.46, -0.65, 2.26], [3.80, 0.40, -0.38], [-1.35, 0.21, 1.22], [-2.13, 2.03, 0.02], [-0.02, 0.74, 0.02], [-0.91, 0.86, -0.67], [-0.44, -0.60, 0.52], [0.55, -0.03, 0.41], [-1.02, 0.19, -0.77], [0.42, 0.33, -0.14], [1.28, 1.16, 0.38], [0.01, 0.04, -0.07], [1.18, -1.27, 2.56], [0.86, 0.22, -1.54], [-0.07, 0.12, 0.15], [-0.68, 0.80, -1.54], [0.06, 0.01, -0.06], [-0.05, -0.87, -0.17], [0.29, -0.84, -0.24], [-0.53, 0.04, 0.17], [0.25, -0.78, -1.97], [-0.50, 1.04, 0.14], [0.21, 0.12, 0.14], [0.01, 0.19, 0.21], [1.18, -2.15, -2.15], [0.11, 0.01, -0.01], [-0.49, -0.59, 0.35], [0.08, -0.06, -0.08], [-0.29, -0.09, 0.06], [-0.15, 0.10, -0.36], [-3.52, -1.14, 0.63], [1.31, -0.30, 1.32], [0.22, -0.03, -0.29]],
  "energy_ev": -184333.7113,
  "charge": 2,
  "lumo_ev": -10.60,
  "homo_ev": -11.93
}

For the records above, the corresponding gap between HOMO and LUMO values read 10.5, 1.3 eV.